Entry 1:
Below is a structure of composition C33H32AsFMgNO7S2Si, with properties calculated with the ωB97M-V functional and the def2-TZVPD basis.

## Properties
**Energy above the lowest of the compared OMol25 structures with the same formula, charge and spin**: 2.618 eV
**Largest force on an atom**: 0.6 eV/Å
**Total charge**: -1
**HOMO-LUMO gap**: 6.73 eV

Positions of all 79 atoms, in Å:
Mg 1.209 1.928 -0.307
C -1.872 4.252 1.522
Si -0.911 4.494 -0.090
C -1.972 5.574 -1.225
C 0.617 5.505 0.321
N -0.442 3.047 -0.901
C -1.338 2.318 -1.628
C -2.741 2.286 -1.454
C -3.572 1.484 -2.224
C -3.064 0.655 -3.214
C -1.688 0.661 -3.432
C -0.893 1.474 -2.665
F 0.450 1.468 -2.898
H -1.948 5.204 2.061
H -1.340 3.543 2.159
H -2.891 3.884 1.362
H -2.110 6.561 -0.769
H -2.960 5.158 -1.432
H -1.462 5.715 -2.184
H 0.311 6.536 0.530
H 1.314 5.526 -0.521
H 1.156 5.130 1.189
H -3.179 2.895 -0.674
H -4.640 1.500 -2.030
H -3.712 0.020 -3.804
H -1.227 0.051 -4.201
O 4.970 1.367 -0.235
S 3.952 0.403 -0.546
O 4.393 -0.797 -1.223
O 2.752 0.966 -1.223
C 3.236 -0.178 1.018
C 3.135 -1.505 1.126
C 2.290 -2.180 2.154
C 1.880 -1.296 3.359
C 2.254 0.137 3.235
C 2.720 0.686 2.114
S 2.289 2.438 2.030
O 2.813 3.087 3.197
O 0.823 2.354 1.932
O 2.748 2.924 0.722
H 3.603 -2.107 0.359
H 2.702 -3.147 2.446
H 2.111 -1.718 4.338
H 1.903 0.794 4.025
O 0.347 0.151 0.147
As 0.306 -1.491 0.033
C -1.529 -1.927 -0.331
C -1.886 -3.070 -1.035
C -3.225 -3.330 -1.283
C -4.197 -2.447 -0.831
C -3.834 -1.298 -0.144
C -2.496 -1.031 0.105
C 0.779 -2.345 1.754
C 0.238 -3.743 1.787
C -0.536 -4.188 2.777
C -0.926 -3.340 3.905
C -0.518 -2.076 3.990
C 0.369 -1.448 2.970
C 1.365 -2.257 -1.377
C 2.070 -3.448 -1.237
C 2.828 -3.929 -2.292
C 2.889 -3.218 -3.483
C 2.195 -2.026 -3.617
C 1.429 -1.545 -2.566
H -1.123 -3.746 -1.405
H -3.509 -4.215 -1.839
H -5.243 -2.647 -1.033
H -4.590 -0.593 0.177
H -2.197 -0.110 0.592
H 0.482 -4.411 0.969
H -0.899 -5.208 2.751
H -1.565 -3.762 4.672
H -0.819 -1.454 4.828
H -0.036 -0.481 2.660
H 2.071 -3.989 -0.301
H 3.391 -4.847 -2.176
H 3.500 -3.584 -4.299
H 2.269 -1.449 -4.530
H 0.928 -0.595 -2.657

---

Entry 2:
Below is a cluster of 2 separate species, C8H14OS in total at a distorted geometry, with properties calculated with the ωB97M-V functional and the def2-TZVPD basis.

## Properties
**Energy above the lowest of the compared OMol25 structures with the same formula, charge and spin**: 5.383 eV
**Largest force on an atom**: 3.9 eV/Å
**HOMO-LUMO gap**: 7.78 eV

Positions of all 24 atoms, in Å:
C 1.288 0.060 -1.037
C -0.447 1.490 0.433
C -1.653 -0.375 0.735
C 2.731 -0.441 -0.978
C 2.970 -0.926 0.458
C 2.243 0.040 1.446
C -3.221 1.268 -0.383
C -3.042 -0.175 0.144
O -1.055 -1.385 0.979
S 1.226 1.261 0.333
H 1.192 0.687 -1.953
H -0.887 1.907 1.342
H 2.789 -1.190 -1.823
H 3.409 0.289 -1.200
H 2.785 -2.069 0.650
H 4.014 -0.939 0.793
H 1.493 -0.536 1.954
H 2.911 0.537 2.199
H -4.113 1.324 -0.978
H -2.295 1.675 -0.838
H -3.250 1.925 0.437
H -3.261 -1.013 -0.464
H -3.689 -0.147 1.016
H 0.536 -0.733 -0.831

---

Entry 3:
Below is the molecule C4H9NO at a distorted geometry, with properties calculated with the ωB97M-V functional and the def2-TZVPD basis.

## Properties
**Structure (SMILES)**: C[C@]1(N)C[C@H]1O
**Energy above the lowest of the compared OMol25 structures with the same formula, charge and spin**: 2.673 eV
**Largest force on an atom**: 3.5 eV/Å
**HOMO-LUMO gap**: 9.45 eV

Positions of all 15 atoms, in Å:
C 1.558 -0.235 -0.447
C 0.267 0.136 0.158
C -0.367 -0.833 1.040
C -0.973 -0.636 -0.265
H 1.675 -1.340 -0.469
H 2.427 0.253 0.145
H 1.640 0.113 -1.574
H 0.630 2.024 -0.294
H -1.017 1.795 0.438
H -0.797 -0.436 1.964
H 0.197 -1.764 1.250
H -0.947 -1.423 -1.034
H -2.197 0.638 -1.156
N 0.076 1.535 0.527
O -2.172 0.172 -0.283

---

Entry 4:
Below is the ion C3H6N3O with charge +1 at a distorted geometry, with properties calculated with the ωB97M-V functional and the def2-TZVPD basis.

## Properties
**Structure (SMILES)**: [H]/N=C(/C=O)C(N)=[NH2+]
**Energy above the lowest of the compared OMol25 structures with the same formula, charge and spin**: 1.037 eV
**Largest force on an atom**: 6.0 eV/Å
**Total charge**: +1
**HOMO-LUMO gap**: 9.89 eV

Positions of all 13 atoms, in Å:
C 1.679 1.016 0.438
C 0.156 0.910 0.177
C -0.471 -0.551 0.005
N -0.385 1.951 -0.208
N 0.462 -1.407 -0.400
N -1.699 -0.866 0.152
O 2.474 0.139 0.182
H 1.806 2.053 0.468
H -1.387 1.918 -0.593
H 1.483 -0.890 -0.237
H 0.390 -2.357 -0.420
H -2.445 -0.106 0.340
H -2.064 -1.809 0.094

---

Entry 5:
Below is a cluster of 16 separate species, C23H78O16 in total at a distorted geometry, with properties calculated with the ωB97M-V functional and the def2-TZVPD basis.

## Properties
**Energy above the lowest of the compared OMol25 structures with the same formula, charge and spin**: 0.598 eV
**Largest force on an atom**: 2.7 eV/Å
**HOMO-LUMO gap**: 8.71 eV

Positions of all 117 atoms, in Å:
C 36.506 20.413 24.922
O 36.250 19.212 24.194
H 37.568 20.655 24.957
H 36.032 21.286 24.465
H 36.143 20.356 25.950
H 35.374 19.361 23.806
C 39.184 20.736 17.990
C 37.885 20.533 18.748
O 36.939 19.814 17.981
H 39.715 19.887 17.558
H 39.891 21.377 18.517
H 38.919 21.281 17.077
H 37.473 21.483 19.101
H 38.050 20.005 19.691
H 36.615 20.448 17.333
C 37.429 22.293 21.956
C 37.374 23.402 22.995
O 36.311 24.256 22.609
H 38.225 21.584 22.185
H 37.559 22.659 20.937
H 36.474 21.762 21.941
H 38.377 23.837 22.931
H 37.123 23.082 24.008
H 36.108 24.888 23.310
C 33.731 26.378 21.150
C 32.809 26.037 22.329
O 32.138 24.813 22.017
H 33.145 26.627 20.266
H 34.371 25.547 20.857
H 34.412 27.181 21.445
H 32.070 26.832 22.443
H 33.297 25.752 23.261
H 31.351 24.974 21.491
C 33.826 22.359 19.205
C 32.328 22.134 19.126
O 31.902 22.579 17.850
H 34.277 22.016 18.272
H 34.307 21.807 20.013
H 34.093 23.406 19.353
H 31.826 22.678 19.933
H 32.036 21.082 19.192
H 30.982 22.327 17.740
C 32.523 18.107 23.442
C 32.535 19.580 23.042
O 33.850 20.049 23.134
H 32.894 18.031 24.466
H 33.171 17.466 22.844
H 31.516 17.696 23.367
H 31.850 20.209 23.620
H 32.096 19.646 22.038
H 33.952 20.938 22.762
C 38.782 26.965 23.967
C 40.274 26.716 24.098
O 40.976 27.891 24.446
H 38.247 26.016 24.051
H 38.481 27.342 22.989
H 38.462 27.646 24.755
H 40.669 26.213 23.211
H 40.516 25.994 24.887
H 41.640 27.662 25.099
C 36.411 26.170 26.980
C 35.794 25.360 25.882
O 35.573 26.204 24.737
H 35.925 27.065 27.372
H 37.338 26.626 26.616
H 36.734 25.561 27.827
H 34.811 24.948 26.123
H 36.426 24.554 25.513
H 34.772 26.720 24.858
C 38.756 24.709 16.613
C 39.708 24.926 17.838
O 39.163 24.197 18.921
H 37.775 25.158 16.756
H 38.658 23.631 16.485
H 39.215 25.116 15.709
H 39.694 26.010 17.999
H 40.739 24.698 17.576
H 38.306 24.597 19.161
C 35.204 17.310 19.782
C 36.140 17.947 20.824
O 37.433 17.392 20.699
H 35.457 17.557 18.750
H 34.196 17.699 19.944
H 35.236 16.221 19.838
H 35.737 17.763 21.824
H 36.151 19.025 20.631
H 37.957 17.958 21.291
C 42.613 23.388 23.237
C 41.932 24.016 22.019
O 40.519 23.805 22.237
H 42.514 22.303 23.200
H 42.224 23.790 24.170
H 43.694 23.526 23.175
H 42.219 23.605 21.051
H 42.153 25.086 21.993
H 40.058 24.069 21.432
C 38.754 29.679 23.512
C 37.371 29.455 22.922
O 37.148 28.138 22.489
H 39.536 29.153 22.960
H 38.762 29.328 24.544
H 39.035 30.723 23.366
H 37.277 30.155 22.090
H 36.610 29.786 23.635
H 36.942 27.568 23.237
O 37.072 25.493 20.027
H 36.927 25.075 20.886
H 37.221 26.423 20.231
O 33.985 22.690 22.490
H 33.361 23.432 22.438
H 34.867 23.070 22.337
O 38.756 19.157 22.430
H 39.307 19.921 22.664
H 37.965 19.239 22.980
O 39.774 21.441 23.532
H 39.888 21.642 24.464
H 40.078 22.237 23.059

---

Entry 6:
Below is a cluster of 8 separate species, C17H50O15 in total at a distorted geometry, with properties calculated with the ωB97M-V functional and the def2-TZVPD basis.

## Properties
**Structure (SMILES)**: CC(C)O.OCCO.OCCO.OCCO.OCCO.OCCO.OCCO.OCCO
**Energy above the lowest of the compared OMol25 structures with the same formula, charge and spin**: 0.000 eV
**Largest force on an atom**: 2.6 eV/Å
**HOMO-LUMO gap**: 9.95 eV

Positions of all 82 atoms, in Å:
C -7.299 -25.489 23.655
C -7.992 -25.718 22.251
C -7.611 -27.013 21.434
O -9.420 -25.586 22.424
H -7.486 -26.295 24.364
H -7.614 -24.611 24.219
H -6.243 -25.253 23.523
H -7.811 -24.842 21.628
H -7.629 -27.879 22.096
H -6.590 -26.964 21.057
H -8.307 -27.162 20.608
H -9.438 -25.267 23.329
C -21.983 -25.200 25.300
C -23.253 -24.565 24.667
O -23.990 -23.770 25.517
O -21.112 -24.139 25.638
H -21.489 -25.759 24.505
H -22.320 -25.710 26.203
H -23.797 -25.420 24.266
H -23.028 -23.833 23.892
H -23.390 -23.399 26.168
H -20.775 -23.773 24.817
C -13.867 -28.874 18.714
C -15.286 -28.775 19.427
O -16.069 -27.687 18.798
O -13.940 -29.308 17.360
H -13.239 -29.575 19.264
H -13.282 -27.957 18.776
H -15.101 -28.582 20.484
H -15.970 -29.622 19.382
H -16.940 -27.635 19.197
H -14.463 -28.608 16.963
C -15.483 -20.983 30.240
C -16.654 -21.730 29.496
O -16.848 -23.146 29.744
O -15.739 -19.968 31.250
H -14.989 -20.412 29.454
H -14.788 -21.744 30.594
H -16.564 -21.503 28.434
H -17.571 -21.251 29.840
H -17.758 -23.440 29.832
H -16.257 -20.458 31.893
C -10.093 -19.504 24.578
C -9.541 -18.556 25.655
O -8.154 -18.270 25.541
O -9.570 -20.841 24.535
H -9.966 -19.103 23.572
H -11.181 -19.495 24.642
H -9.738 -19.019 26.622
H -10.087 -17.612 25.647
H -7.781 -18.248 26.425
H -8.612 -20.864 24.595
C -15.828 -23.503 22.593
C -14.860 -23.359 23.810
O -15.355 -24.322 24.695
O -17.076 -23.102 23.028
H -15.876 -24.545 22.275
H -15.516 -22.886 21.751
H -14.942 -22.357 24.231
H -13.812 -23.572 23.599
H -16.259 -24.127 24.950
H -17.165 -22.179 22.780
C -19.157 -18.374 26.201
C -19.637 -18.927 24.877
O -18.541 -19.147 24.008
O -18.966 -16.947 26.260
H -18.191 -18.870 26.293
H -19.771 -18.691 27.045
H -20.484 -18.406 24.432
H -19.918 -19.939 25.169
H -18.250 -18.273 23.735
H -18.326 -16.687 26.926
C -11.370 -25.718 28.485
C -10.652 -26.150 29.814
O -9.373 -25.522 29.902
O -12.695 -26.111 28.604
H -11.012 -26.266 27.613
H -11.298 -24.641 28.332
H -10.529 -27.227 29.930
H -11.148 -25.870 30.744
H -8.962 -25.643 30.762
H -13.148 -25.838 27.803